1.
This record from OMol25 describes a structure of composition C14H8ClCuNO10S at a distorted geometry. The level of theory is ωB97M-V/def2-TZVPD.

Atoms and positions in Å:
Cu -0.6223 0.7251 0.0480
O 0.5950 -0.6743 0.1769
C 1.8535 -0.7258 0.2727
C 2.8346 0.2437 -0.1531
C 4.1554 -0.1530 -0.0618
C 5.1403 0.8601 -0.1630
C 4.8438 2.1968 -0.2961
C 3.5801 2.6067 -0.5498
C 2.4708 1.6738 -0.4876
O 1.3014 2.0423 -0.7014
N 6.5121 0.4769 -0.1527
O 7.3886 1.3633 -0.1187
O 6.7346 -0.7486 -0.1517
H 2.2455 -1.6846 0.6726
H 4.4111 -1.1879 0.0107
H 5.6896 2.9022 -0.1808
H 3.3340 3.5735 -0.8662
O -2.6015 2.2666 2.3907
S -1.4669 2.5732 1.5357
O -0.9072 3.9075 1.4529
O -1.8974 2.0632 0.1328
O -0.3500 1.5606 1.7926
Cl -6.1548 -3.6701 1.8761
C -5.0885 -2.7931 0.7906
C -4.4709 -1.6383 1.2821
C -3.4820 -1.0222 0.5125
C -3.3346 -1.3613 -0.7954
C -4.1412 -2.4024 -1.3259
C -4.9463 -3.1863 -0.5433
C -2.3760 -0.7123 -1.7876
O -2.6481 -0.9187 -2.9833
O -1.3691 0.0092 -1.5255
H -4.6820 -1.3838 2.3228
H -2.9395 -0.1929 0.9691
H -4.0220 -2.6317 -2.4113
H -5.5901 -3.9572 -0.9834

The max |F| is 3.623 eV/A. The HOMO energy (spin up / spin down) comes out at -0.1002 / -0.1141 Ha. The spin multiplicity is 2. The calculation puts the molecular weight at 481.3 g mol⁻¹. The LUMO energy (spin up / spin down) comes out at 4.14 / 4.14 eV. Its charge is -2. Its expectation value of S² is 0.753. The value obtained for the frontier orbital gap (spin up / spin down) is 6.9 / 7.2 eV.

Mulliken atomic charge list, values in e, 2 entries: atom 1 (Cu): 0.496, atom 2 (O): -0.333

***

2.
This record from OMol25 describes a structure of composition C4H9NO. The level of theory is ωB97M-V/def2-TZVPD.

Atoms and positions in Å:
C 1.0105 0.4333 -1.6148
N 0.2811 -0.0857 -0.4787
C 0.6591 -0.1239 0.8047
C -0.7544 -0.5370 1.1960
O -0.9092 -1.8605 1.6422
C -1.0614 -0.2214 -0.2841
H 2.0645 0.1590 -1.5324
H 0.5989 0.0442 -2.5484
H 0.9103 1.5228 -1.5921
H -0.2280 1.8270 0.7747
H 1.6271 0.0421 1.2490
H -1.2554 0.1032 1.9268
H -0.3084 -2.3997 1.1106
H -1.7657 -0.6174 -1.0047
H -0.8689 1.7139 0.3514

The max |F| is 0.327 eV/A. The HOMO energy comes out at -0.2575 Ha. The relative energy (zero: lowest compared OMol25 entry of this formula, charge and spin) comes out at 548.36 kJ/mol. The calculation puts the molecular weight at 87.1 g mol⁻¹. The LUMO energy comes out at 0.80 eV. The value obtained for the frontier orbital gap is 7.8 eV.

Mulliken atomic charge list, values in e, 2 entries: atom 1 (C): -0.880, atom 2 (N): 0.234